{
  "formula": "C6H36BNO10",
  "method": "wB97M-V/def2-TZVPD",
  "energy_ha": -1081.8718,
  "homo_ev": -9.1,
  "spin_multiplicity": 1,
  "relative_energy_kcal_mol": 38.6,
  "symbols": ["C", "O", "C", "C", "N", "H", "H", "C", "C", "O", "C", "H", "H", "H", "H", "H", "H", "H", "H", "H", "H", "H", "H", "H", "H", "B", "H", "H", "H", "H", "O", "H", "H", "O", "H", "H", "O", "H", "H", "O", "H", "H", "O", "H", "H", "O", "H", "H", "O", "H", "H", "O", "H", "H"],
  "coordinates": [[3.61539, 1.40804, 3.73356], [3.69839, 0.51304, 2.51856], [2.53739, 0.38404, 1.79956], [3.03139, -0.00096, 0.42756], [1.92739, -0.06696, -0.54344], [1.20539, -0.48896, 0.04356], [1.55939, 0.92604, -0.64444], [2.05839, -0.62996, -1.88044], [0.85839, -0.55596, -2.83044], [1.23039, -0.96996, -4.10444], [0.63939, -0.10796, -5.05044], [2.69139, 1.09304, 4.20956], [3.79239, 2.37804, 3.36856], [4.28639, 1.08704, 4.56956], [2.06139, 1.27404, 1.76856], [1.89439, -0.28996, 2.27456], [3.43139, -0.98496, 0.50256], [3.71539, 0.95204, 0.10056], [2.31239, -1.60896, -1.64644], [2.90839, -0.19596, -2.46444], [0.59339, 0.23604, -2.55244], [0.06839, -1.07896, -2.52744], [0.97239, -0.45796, -5.95344], [1.16039, 0.84204, -5.04744], [-0.48161, -0.21596, -4.98944], [-1.49461, 0.05504, 0.48456], [-0.47561, -0.49596, 1.15156], [-1.98761, -0.59796, -0.26744], [-2.20061, 0.59404, 1.30956], [-0.74861, 0.92504, -0.07344], [-3.46261, 1.53604, -2.31544], [-3.10761, 0.73904, -2.26444], [-3.18461, 1.71404, -3.18844], [-1.25661, -3.40196, -1.63344], [-1.09861, -3.03496, -0.78944], [-1.60761, -2.65596, -2.17544], [0.03339, -1.45396, 3.79956], [-0.10761, -1.94896, 3.02356], [-0.11961, -0.52796, 3.74556], [-3.97761, 2.94104, 1.35256], [-4.61461, 2.20604, 1.37356], [-3.12361, 2.71704, 0.87456], [1.35039, -2.84696, 0.71256], [0.45039, -3.14596, 1.03656], [1.99739, -3.49596, 1.16156], [-1.91961, 4.02804, -1.16244], [-2.08161, 3.20204, -1.47444], [-2.87861, 4.29304, -1.18044], [-4.40261, -3.47096, 0.40856], [-4.00061, -2.75996, -0.01544], [-5.30361, -3.39496, 0.24456], [-0.74361, 1.34804, 3.91556], [-1.15461, 1.26604, 3.01756], [-0.54661, 2.22804, 3.84656]],
  "lowdin_charge": [0.006, -0.191, -0.275, -0.090, 0.022, 0.091, 0.192, -0.066, -0.207, -0.114, -0.077, 0.084, 0.072, 0.100, 0.097, 0.097, 0.124, 0.202, 0.107, 0.165, 0.014, 0.088, 0.057, 0.100, 0.123, -0.379, -0.025, -0.111, -0.049, -0.041, 0.039, -0.053, 0.033, -0.047, -0.022, 0.049, -0.037, -0.022, -0.036, -0.107, 0.039, 0.031, -0.095, 0.068, 0.102, -0.043, -0.078, 0.075, 0.001, -0.012, 0.000, -0.028, 0.040, -0.009]
}